Here is C24H19BrCl2N5OS2Ti as an isolated structure from the Open Molecules 2025 dataset. Energies are from ωB97M-V/def2-TZVPD.

Positions of all 55 atoms, in Å:
Ti1 -0.91299 -0.26614 0.03855
C1 0.48387 -0.90498 -4.00820
C2 0.05648 -1.07120 -2.58418
N1 -0.53928 -0.07037 -1.86031
N2 -0.93656 1.11275 -2.46663
C3 -1.34018 1.90788 -1.53441
O1 -1.19053 1.57483 -0.25643
C4 -2.06443 3.14966 -1.87087
C5 -2.47054 3.40608 -3.17914
C6 -3.17677 4.55978 -3.47152
C7 -3.48896 5.46604 -2.46389
C8 -3.08591 5.21321 -1.16168
C9 -2.37725 4.05796 -0.86573
C10 0.18339 -2.21423 -1.83406
C11 0.76306 -3.44806 -2.28543
C12 0.80626 -4.52087 -1.46471
C13 0.26059 -4.42360 -0.14382
C14 -0.27323 -3.24282 0.25421
N3 -0.31656 -2.12551 -0.53024
H1 0.04655 0.00624 -4.41258
H2 0.15439 -1.74387 -4.62468
H3 1.57064 -0.82506 -4.10883
H4 -2.22822 2.68720 -3.94898
H5 -3.49292 4.75094 -4.48940
H6 -4.04889 6.36351 -2.69590
H7 -3.32257 5.91501 -0.37178
H8 -2.05828 3.84929 0.14622
H9 1.15682 -3.50000 -3.29180
H10 1.23889 -5.45332 -1.80679
H11 0.26769 -5.26551 0.53320
H12 -0.71019 -3.12681 1.23996
Cl1 1.62732 0.02733 0.48934
C15 1.91075 -0.78397 2.00659
C16 3.20492 -1.19113 2.26546
C17 3.48096 -1.83499 3.46038
C18 2.45752 -2.05269 4.36705
C19 1.17175 -1.62863 4.07577
Cl2 -0.05794 -1.94119 5.26578
C20 0.83816 -0.97469 2.88311
S1 -0.80768 -0.46726 2.53275
H13 3.97828 -1.00562 1.53377
H14 4.48641 -2.16459 3.68223
H15 2.64310 -2.55284 5.30680
Br1 -3.33895 -0.80119 -0.01528
S2 1.68936 3.74945 1.53351
C21 0.17642 4.00593 2.14857
N4 -0.66874 2.94955 2.41192
C22 -1.92254 3.07950 2.87241
C23 -2.42517 4.31640 3.13422
C24 -1.53249 5.38235 2.89078
N5 -0.31643 5.25878 2.43696
H16 -0.40155 1.98616 2.19448
H17 -2.46781 2.15295 2.99891
H18 -3.42946 4.46334 3.49531
H19 -1.85497 6.40156 3.09212

Charge = -1
Kohn-Sham gap (spin up / spin down) = 5.70 / 5.70 eV

=====

Here is one molecule with the formula C24H19BrCl3N3O3 from the Open Molecules 2025 dataset. Energies are from ωB97M-V/def2-TZVPD.

Positions of all 53 atoms, in Å:
C1 1.99073 0.94310 2.76135
C2 2.19764 -0.15956 2.04736
C3 1.12900 -0.83264 1.21788
N1 -0.11798 -0.57628 1.55068
C4 -0.97289 -1.27615 0.74641
C5 -2.38657 -1.13610 1.00890
O1 -2.75058 -0.28297 2.04197
C6 -3.09155 0.98694 1.57274
O2 -3.98921 1.14419 0.78694
C7 -2.36632 2.22573 2.07179
C8 -1.85050 3.07356 1.08982
C9 -1.19434 4.26566 1.41078
C10 -1.05453 4.62775 2.76001
C11 -1.55594 3.76539 3.74362
C12 -2.21659 2.57700 3.41762
C13 -3.33595 -1.80973 0.28493
Cl1 -5.04484 -1.69741 0.62796
C14 -2.94692 -2.67259 -0.82117
Br1 -4.26921 -3.58096 -1.85782
C15 -1.60259 -2.79328 -1.09642
C16 -1.13983 -3.64828 -2.24042
Cl2 -0.30572 -5.15691 -1.86608
C17 -1.30728 -3.29938 -3.51839
C18 -2.00309 -2.00831 -3.95986
Cl3 -0.70355 -4.32336 -4.81863
C19 -0.60463 -2.11745 -0.31239
N2 0.70781 -2.32958 -0.63878
C20 1.56232 -1.70594 0.13635
C21 3.04750 -1.93948 -0.15849
C22 3.66147 -0.71645 -0.89379
O3 4.76419 -0.79250 -1.37501
N3 2.81821 0.44265 -0.98129
C23 2.01511 0.44779 -2.21948
C24 3.61273 1.66542 -0.80809
H1 2.85865 1.36389 3.28665
H2 1.03352 1.47027 2.82885
H3 3.18269 -0.63829 2.06838
H4 -1.93863 2.84528 0.02070
H5 -0.82287 4.93199 0.62978
H6 -0.56965 5.55758 3.06635
H7 -1.47010 4.01337 4.80682
H8 -2.62039 1.92111 4.19273
H9 -1.91747 -1.24723 -3.17405
H10 -3.04561 -2.26881 -4.20325
H11 -1.50520 -1.68085 -4.88637
H12 3.09551 -2.78856 -0.86542
H13 3.62086 -2.24542 0.72810
H14 0.93494 0.57310 -2.01905
H15 2.35524 1.27759 -2.86237
H16 2.13060 -0.48424 -2.80326
H17 4.33900 1.84805 -1.62109
H18 2.90906 2.51498 -0.77968
H19 4.12129 1.61820 0.16995

Kohn-Sham gap = 8.19 eV

=====

Here is C24H20B2F8MnN4O8 as an isolated structure from the Open Molecules 2025 dataset. Energies are from ωB97M-V/def2-TZVPD.

Positions of all 67 atoms, in Å:
Mn1 -1.44626 -1.51582 -3.32515
B1 -3.61171 -2.20986 -4.37634
F1 -3.53889 -3.46725 -3.94632
F2 -2.41699 -1.83497 -5.05239
F3 -4.70587 -1.93682 -5.17395
F4 -3.61024 -1.44400 -3.36280
B2 -0.90126 -0.17658 -1.01980
F5 0.05913 -0.69546 -1.86740
F6 -0.50004 -0.50947 0.28007
F7 -0.90192 1.20253 -1.20279
F8 -2.03915 -0.84001 -1.31749
C1 1.18692 -4.91044 1.90461
C2 1.21069 -3.77648 1.25619
C3 0.55589 -3.61754 0.08147
C4 -0.08729 -4.69588 -0.56713
C5 -0.02470 -5.92846 0.05904
C6 0.59169 -6.07420 1.31474
N1 -0.87047 -4.38705 -1.78718
O1 -1.13155 -5.29083 -2.59268
O2 -1.06916 -3.22995 -2.05791
H1 1.54223 -5.05201 2.91462
H2 1.62023 -2.91681 1.76573
H3 0.50298 -2.59042 -0.24812
H4 -0.23664 -6.90077 -0.36060
H5 0.51478 -7.03049 1.81073
C7 -1.01365 3.52455 1.62929
C8 -0.86946 4.80718 1.19048
C9 0.37401 5.50916 1.20143
C10 1.45911 4.72392 1.74518
C11 1.36613 3.38784 2.03694
C12 0.12937 2.75536 1.96713
N2 2.93608 5.19641 1.81974
O3 3.84888 4.54889 2.43438
O4 3.27113 6.28561 1.30899
H6 -1.94388 2.97615 1.61132
H7 -1.81733 5.21504 0.87175
H8 0.55547 6.48763 0.78181
H9 2.22722 2.74077 2.11583
H10 0.10891 1.69602 2.17636
C13 2.38132 2.20463 -1.51125
C14 1.94646 2.30785 -2.74935
C15 2.48825 3.32587 -3.63048
C16 3.54059 4.09953 -3.18557
C17 4.09645 3.76666 -1.86267
C18 3.45784 2.84516 -1.06042
N3 4.17333 5.12696 -4.11787
O5 3.63416 5.37406 -5.18420
O6 5.24873 5.64135 -3.74832
H11 1.87591 1.49414 -0.87394
H12 1.03230 1.75521 -2.90842
H13 1.98680 3.65200 -4.52969
H14 4.95447 4.28423 -1.45978
H15 3.79809 2.68783 -0.04757
C19 -2.32809 -3.88328 2.47430
C20 -2.78655 -2.96815 1.54828
C21 -2.97090 -1.65414 1.84899
C22 -2.73059 -1.20078 3.14269
C23 -2.54254 -2.12388 4.15023
C24 -2.12467 -3.42329 3.78277
N4 -2.69127 0.22529 3.38424
O7 -3.14720 1.00966 2.50845
O8 -2.12223 0.55019 4.42918
H16 -2.06611 -4.90015 2.22181
H17 -2.96014 -3.35631 0.55550
H18 -3.25384 -1.05074 0.99914
H19 -2.38604 -1.79907 5.16827
H20 -1.82914 -4.01615 4.63575

2S+1 = 6
Kohn-Sham gap (spin up / spin down) = 7.31 / 7.15 eV

=====

Table of DFT total energy (Ha), in record order: -6415.4652; -5270.4894; -3747.1237